1.
The following is a DFT calculation (ωB97M-V/def2-TZVPD) of a cluster of 10 separate species, H20O10 in total.

CARTESIAN COORDINATES (ANGSTROEM)
O1 0.16674 -0.18409 0.17857
H1 0.69222 0.07164 0.94502
H2 -0.66835 -0.48285 0.55588
O2 -0.43417 2.55496 1.48051
H3 -1.08131 2.25131 2.12704
H4 -0.13814 1.74637 1.04745
O3 1.90992 0.80038 3.66459
H5 2.51997 1.47023 3.33578
H6 1.20204 0.78659 3.01059
O4 2.35543 1.86966 0.37467
H7 1.91318 1.05284 0.11738
H8 2.55860 2.30034 -0.46332
O5 -0.39088 -2.69941 -1.91358
H9 -0.83351 -3.30094 -2.52287
H10 -1.11361 -2.24449 -1.46670
O6 -0.00066 -1.72809 3.75238
H11 -0.17320 -2.55464 3.28759
H12 -0.36122 -1.87515 4.63406
O7 3.46415 -2.20283 -1.19500
H13 3.16335 -1.65448 -0.46165
H14 4.42155 -2.09160 -1.19370
O8 -1.41031 -1.10927 -2.81325
H15 -0.85399 -0.86632 -3.56189
H16 -2.27818 -0.75809 -3.04227
O9 -2.98143 1.80982 0.50377
H17 -3.06043 1.96533 -0.44415
H18 -2.37661 1.06222 0.56917
O10 -2.61009 1.01543 -3.90573
H19 -2.25216 1.31478 -3.06237
H20 -1.82973 0.79454 -4.42653

Its SMILES is O.O.O.O.O.O.O.O.O.O. Its charge is 0. The value obtained for the LUMO energy is -0.00808 hartree. The HOMO-LUMO gap comes out at 9.51 eV. The value obtained for the energy above the lowest of the compared OMol25 structures with the same formula, charge and spin is 117.9 kcal/mol.

2.
The following is a DFT calculation (ωB97M-V/def2-TZVPD) of a cluster of 10 separate species, H20O10 in total.

CARTESIAN COORDINATES (ANGSTROEM)
O1 2.21659 -1.64722 1.35030
H1 1.48631 -1.78321 0.74662
H2 2.83315 -1.10159 0.86206
O2 -2.47269 -0.33860 1.39657
H3 -3.38265 -0.54424 1.61081
H4 -2.52191 0.47723 0.89834
O3 1.51998 2.29854 -1.30143
H5 1.16653 2.24915 -2.18961
H6 0.99657 1.67356 -0.79975
O4 2.61433 1.40336 2.01092
H7 1.76352 0.99870 1.84179
H8 3.14260 1.18070 1.24438
O5 2.01884 -1.39980 -1.76969
H9 2.25088 -1.11022 -2.65203
H10 1.39245 -0.74587 -1.45946
O6 -1.60500 2.31942 -2.12270
H11 -1.08658 2.15788 -2.91098
H12 -1.58392 1.48894 -1.64722
O7 0.02626 0.57408 2.80650
H13 -0.28044 1.47022 2.94471
H14 -0.76233 0.03652 2.87997
O8 0.28441 0.20622 -0.00614
H15 0.28177 -0.12095 0.89341
H16 -0.43302 -0.26143 -0.43371
O9 -1.04322 -2.58371 1.07339
H17 -1.54733 -3.17941 0.51909
H18 -1.55547 -1.77519 1.08476
O10 -1.55565 -0.51934 -2.17641
H19 -1.87715 -0.62942 -3.07125
H20 -2.28679 -0.79431 -1.62319

Its SMILES is O.O.O.O.O.O.O.O.O.O. Its charge is 0. The value obtained for the LUMO energy is -0.02813 hartree. The HOMO-LUMO gap comes out at 9.57 eV. The value obtained for the energy above the lowest of the compared OMol25 structures with the same formula, charge and spin is 69.1 kcal/mol.

3.
The following is a DFT calculation (ωB97M-V/def2-TZVPD) of a cluster of 10 separate species, H20O10 in total.

CARTESIAN COORDINATES (ANGSTROEM)
O1 -0.36965 -3.57271 0.10401
H1 0.08820 -2.80703 0.46189
H2 -0.57526 -3.32762 -0.81205
O2 -0.57920 -0.61391 2.89160
H3 -0.05626 -0.29985 2.12658
H4 0.08096 -0.86191 3.54533
O3 -1.63525 1.86791 -0.70752
H5 -1.54815 2.02968 -1.65590
H6 -2.57781 1.70489 -0.57481
O4 4.45309 -0.64468 -0.20421
H7 3.63698 -0.49121 -0.69600
H8 4.85473 0.22584 -0.11629
O5 -1.02915 -2.04210 -2.17339
H9 -0.40236 -1.45080 -2.60384
H10 -1.88605 -1.61474 -2.27418
O6 2.37584 2.01284 1.22429
H11 1.60320 1.41776 1.16366
H12 2.24394 2.65628 0.52248
O7 -2.77110 -1.14590 1.12950
H13 -2.13668 -0.86557 1.81572
H14 -3.12257 -0.32657 0.77362
O8 -2.41605 3.74210 1.09352
H15 -1.82836 3.18380 0.54252
H16 -3.19212 3.20146 1.26983
O9 1.94881 -1.01904 -1.96284
H17 2.25949 -1.73154 -2.53609
H18 1.96135 -0.23299 -2.52353
O10 0.28553 0.32267 0.44476
H19 -0.47696 0.75384 -0.00298
H20 0.81085 -0.07089 -0.26567

Its SMILES is O.O.O.O.O.O.O.O.O.O. Its charge is 0. The value obtained for the LUMO energy is -0.03548 hartree. The HOMO-LUMO gap comes out at 9.38 eV. The value obtained for the energy above the lowest of the compared OMol25 structures with the same formula, charge and spin is 67.3 kcal/mol.

Number 1: E -20797.499 eV, HOMO energy -9.7 eV, molar mass 180.15 g mol⁻¹. Number 2: E -20799.615 eV, HOMO energy -10.3 eV, molar mass 180.15 g mol⁻¹. Number 3: E -20799.695 eV, HOMO energy -10.3 eV, molar mass 180.15 g mol⁻¹.